[1]
Computed, not measured: a structure of composition C23H45MnN2OP2 in a non-equilibrium geometry, with ωB97M-V/def2-TZVPD.

XYZ file:
```
74
Properties=species:S:1:pos:R:3
Mn 0.17395 -0.01242 -0.97740
P 0.06487 -2.35421 -1.08427
P 0.08123 2.25436 -0.85622
N 0.46948 0.04726 -2.79310
C 0.19281 -2.44247 -2.92802
H 0.88136 -3.25222 -3.21791
H -0.80623 -2.68470 -3.33172
C 0.65653 -1.13033 -3.60378
H 1.71566 -1.21967 -3.95080
H 0.08024 -1.00556 -4.55058
C 0.62783 1.29462 -3.50147
H 0.02673 1.25895 -4.44167
H 1.67930 1.41806 -3.86089
C 0.18346 2.52829 -2.68324
H -0.81691 2.82472 -3.04138
H 0.86770 3.36411 -2.89604
C 1.49715 3.27236 -0.18247
C 1.77023 3.00600 1.30002
H 2.53618 3.71276 1.66679
H 2.14861 1.98966 1.46968
H 0.87111 3.14176 1.91870
C -1.48002 3.12343 -0.31963
C -1.54722 3.39069 1.18847
H -2.57020 3.69523 1.46310
H -0.88324 4.21649 1.48982
H -1.30474 2.50422 1.79021
C -1.49627 -3.31596 -0.67046
C -1.58711 -3.81366 0.77740
H -2.54712 -4.33748 0.90874
H -1.56836 -3.01470 1.53058
H -0.79760 -4.53886 1.02102
C 1.50074 -3.40899 -0.49926
C 1.78218 -3.30636 1.00403
H 2.57595 -4.02529 1.27280
H 0.90045 -3.54655 1.61747
H 2.14528 -2.31073 1.29047
C 1.80871 -0.07104 -0.24395
O 2.92489 -0.10209 0.16014
C -1.84071 4.39154 -1.09768
H -1.16055 5.21727 -0.86193
H -1.84704 4.24050 -2.18015
H -2.84879 4.70389 -0.79398
C -1.82646 -4.47082 -1.62525
H -2.83072 -4.84099 -1.37108
H -1.83780 -4.18701 -2.68219
H -1.12457 -5.30592 -1.49995
C 1.41112 -4.86891 -0.94657
H 2.38952 -5.34517 -0.78394
H 0.67955 -5.42829 -0.34874
H 1.16490 -4.98019 -2.00922
C 1.39020 4.76995 -0.47606
H 0.66457 5.26178 0.18340
H 2.36610 5.23205 -0.27281
H 1.13631 4.98501 -1.52039
H 2.33791 2.85733 -0.76133
H 2.33595 -2.92228 -1.02811
H -2.22311 2.34628 -0.56373
H -2.25051 -2.52211 -0.81112
H -1.53051 0.08263 -1.81675
H -1.72013 0.05435 -1.03779
N -1.06897 -0.50021 1.67925
C -0.64869 -0.09064 2.94138
C 0.73221 -0.07486 3.24204
C 1.13297 0.44238 4.48016
C 0.16893 0.96418 5.36633
C -1.19152 0.97147 5.03278
C -1.60277 0.48752 3.79302
H -0.60846 -1.31533 1.27249
H -2.06610 -0.53664 1.51642
H 1.45659 -0.42169 2.48083
H 2.20662 0.42910 4.75033
H 0.47972 1.33498 6.34333
H -1.94869 1.35473 5.71824
H -2.63467 0.53444 3.45362
```

gap between HOMO and LUMO (alpha / beta)	7.75 / 6.49	eV
total charge	+1
E_HOMO (alpha / beta)	-9.87 / -10.71	eV
<S²>	8.786
total energy	-79498.4572	eV
LUMO energy (alpha / beta)	-2.13 / -4.22	eV
multiplicity	6

[2]
Computed, not measured: a structure of composition C25H47BrClN5NbO2 in a non-equilibrium geometry, with ωB97M-V/def2-TZVPD.

XYZ file:
```
82
Properties=species:S:1:pos:R:3
C 0.98906 3.42196 -0.09057
C -0.31307 3.56485 -0.89022
Nb -1.36346 1.63799 -1.38076
Cl 0.42337 0.21672 -0.44220
Br -2.83114 -0.54013 -1.74729
C -3.09110 2.85696 -2.19238
C -4.21407 2.87597 -1.19712
O -5.41555 3.44036 -1.82053
C -6.51450 3.39360 -1.05953
O -6.88026 2.46236 -0.37162
H 1.72765 2.87497 -0.65964
H 1.39671 4.40770 0.12835
H 0.82332 2.92573 0.85513
H -0.97584 4.19884 -0.31159
H -0.08547 4.05474 -1.83194
H -2.14443 1.84446 0.27786
H -0.62342 1.59943 -3.06161
H -3.41090 2.36294 -3.10366
H -2.73968 3.85929 -2.41697
H -3.93719 3.46058 -0.32769
H -4.42279 1.87155 -0.85783
H -7.11029 4.31395 -1.11233
C -6.07835 -2.09145 -1.66125
C -6.99002 -3.23096 -1.22083
C -6.57716 -4.59003 -1.79831
C -6.64855 -4.60528 -3.25968
N -6.72729 -4.62456 -4.40171
H -6.10533 -1.94995 -2.74235
H -6.38571 -1.15424 -1.19877
H -5.04544 -2.27984 -1.36977
H -8.02232 -3.01854 -1.50790
H -6.97151 -3.30433 -0.13185
H -7.23104 -5.38033 -1.42792
H -5.55615 -4.83372 -1.50224
C 2.22889 -2.67323 3.60187
C 2.02355 -2.28098 2.14374
C 3.32254 -1.85048 1.45658
C 3.91318 -0.68707 2.11852
N 4.38454 0.21323 2.64690
H 2.59616 -1.82753 4.18691
H 1.28949 -2.99774 4.04795
H 2.94382 -3.49379 3.69885
H 1.29702 -1.47076 2.07735
H 1.60635 -3.12530 1.59401
H 3.13075 -1.59031 0.41516
H 4.05617 -2.65947 1.47511
C 7.30225 -0.52536 1.20766
C 8.36775 -0.73027 0.13809
C 7.87392 -1.60895 -1.01692
C 7.50034 -2.94170 -0.54273
N 7.21233 -3.98613 -0.17237
H 7.01094 -1.47129 1.66618
H 7.66987 0.12331 2.00138
H 6.41017 -0.06195 0.79074
H 9.25730 -1.18362 0.58051
H 8.67089 0.23642 -0.26749
H 8.64717 -1.72425 -1.77651
H 7.00173 -1.15911 -1.49284
C -5.81549 5.06724 -4.77284
C -6.04118 6.54945 -5.04833
C -4.78206 7.27414 -5.53677
C -3.71029 7.24001 -4.54171
N -2.87905 7.23119 -3.75495
H -5.08880 4.90544 -3.97758
H -6.74496 4.59259 -4.46048
H -5.46057 4.55375 -5.66869
H -6.40920 7.03979 -4.14512
H -6.81536 6.66332 -5.81034
H -5.00200 8.32036 -5.75098
H -4.41187 6.81637 -6.45503
C 6.58273 -5.30434 5.50819
C 5.94966 -4.05579 6.11082
C 4.90896 -4.37466 7.19077
C 3.80726 -5.16774 6.64707
N 2.94683 -5.76305 6.18096
H 5.83815 -5.92441 5.00823
H 7.33437 -5.03284 4.76781
H 7.06842 -5.90913 6.27677
H 5.47925 -3.46695 5.32190
H 6.72503 -3.42971 6.55526
H 4.49288 -3.45566 7.60314
H 5.36212 -4.93458 8.01001
```

gap between HOMO and LUMO	7.39	eV
total charge	-1
E_HOMO	-5.32	eV
total energy	-122347.4958	eV
LUMO energy	2.07	eV

[3]
Computed, not measured: a cluster of 4 separate species, C7H23NO3 in total in a non-equilibrium geometry, with ωB97M-V/def2-TZVPD.

XYZ file:
```
34
Properties=species:S:1:pos:R:3
C -2.93690 -1.38431 1.42861
C -1.58190 -1.52715 0.65424
C -1.49531 -0.86687 -0.73918
C -0.70206 0.41082 -0.84131
C -0.65877 1.00114 -2.32272
N 0.69042 0.16135 -0.20490
C 1.59050 1.18786 0.27268
C 1.72612 1.33742 1.76469
H -3.66391 -2.00965 0.92387
H -3.01315 -1.79098 2.38804
H -3.57403 -0.45978 1.51327
H -1.29730 -2.61414 0.68371
H -0.83884 -0.99439 1.33317
H -2.50074 -0.44192 -1.25317
H -0.95895 -1.59368 -1.41501
H -1.24120 1.12188 -0.20082
H -0.15535 2.11042 -2.20985
H -1.64512 0.98162 -2.67419
H 0.16413 0.27910 -2.95828
H 0.65806 -0.59811 0.40996
H 1.30802 2.06752 -0.32064
H 2.57419 0.78126 -0.12488
H 2.01301 0.34581 2.28967
H 2.39466 2.16116 1.93073
H 0.71106 1.69643 2.24986
O 1.42691 -1.69846 2.50581
H 0.62332 -1.19289 2.78148
H 2.19760 -1.19457 2.31015
O 0.82875 3.85644 -1.66890
H 0.07387 4.18019 -1.19931
H 0.74396 2.86653 -1.56446
O 2.03428 -2.83555 -2.29975
H 1.60769 -2.81538 -1.42291
H 2.89696 -2.52912 -2.01964
```

gap between HOMO and LUMO	8.99	eV
E_HOMO	-8.48	eV
energy relative to the best compared isomer or geometry (same formula, charge and spin)	3.5483	eV
total energy	-15261.2145	eV
SMILES	CCC[C@H](C)NCC.O.O.O
LUMO energy	0.51	eV